Density functional theory data (wB97M-V/def2-TZVPD) for 3 unconnected molecules or ions with the total composition C21H44N3O4P2.

Values from the calculation:
- Kohn-Sham gap: 0.23266 Ha
- Net charge: +1
- E_tot: -1974.1632 Eh
- E_HOMO: -11.15 eV

The geometry in XYZ format:
```
74
Properties=species:S:1:pos:R:3:forces:R:3
C 0.098717 1.202025 1.637187 0.3 -1.0 0.3
C 1.436200 0.971783 2.292603 -0.2 0.8 0.0
N 2.214507 1.953580 2.484559 0.1 -0.6 0.2
C 1.710159 -0.489157 2.700463 -0.3 -0.3 -0.4
C 2.547708 -1.216756 1.658334 -1.5 1.3 1.9
C 1.839342 -1.769757 0.592260 1.1 -0.7 -0.6
C 2.571184 -2.458379 -0.351711 -1.1 1.0 0.6
P 1.793211 -3.259357 -1.834719 0.2 -1.2 -1.0
C 0.237561 -4.010425 -1.153516 0.3 1.1 0.2
C 1.174235 -1.800746 -2.787112 0.3 0.5 1.2
C 3.954217 -2.494261 -0.075609 1.1 -1.3 -1.3
P 5.001926 -3.435644 -1.292526 -0.2 -0.4 -0.9
O 4.933812 -2.848998 -2.641534 0.1 0.5 0.0
N 4.601179 -1.944374 0.912382 -0.3 0.1 0.3
N 3.866924 -1.282933 1.803209 -0.3 -0.3 -0.7
C 4.620359 -0.654581 2.919931 1.6 -0.3 0.0
C 6.055585 -1.203821 3.015779 -0.4 0.0 0.7
C 6.095697 -2.661315 3.541427 0.5 0.4 -0.2
C 7.079800 -3.494063 2.721210 -0.7 0.0 -0.1
O 7.285954 -4.797126 3.218642 0.3 0.0 0.1
H -0.643877 0.698571 2.266549 -0.2 0.3 -0.1
H -0.126718 2.255266 1.513330 0.1 0.0 -0.1
H 0.085168 0.643627 0.693099 -0.2 0.3 -0.1
H 3.057120 1.637419 2.965556 0.0 0.3 0.0
H 0.737538 -0.987393 2.682167 0.1 -0.1 0.1
H 2.079679 -0.600338 3.717998 0.2 0.3 -0.1
H 0.762797 -1.692879 0.515327 0.0 0.2 0.2
H 0.498582 -4.769057 -0.416572 -0.2 0.0 -0.1
H -0.309139 -4.450193 -1.988323 0.2 -0.1 0.0
H -0.409593 -3.234797 -0.727584 -0.1 -0.2 0.1
H 0.517992 -1.181601 -2.162650 -0.2 -0.2 -0.2
H 2.034800 -1.167822 -3.016988 0.0 -0.2 -0.4
H 0.651104 -2.117053 -3.686162 0.1 -0.1 0.0
H 4.449738 -4.739042 -1.274499 0.2 0.2 0.5
H 6.295370 -3.563796 -0.743071 -0.3 0.1 0.3
H 4.718992 0.418471 2.763289 -0.5 0.0 -0.1
H 4.160234 -0.897037 3.874591 -0.4 0.2 -0.2
H 6.520981 -0.572590 3.778803 0.0 0.1 -0.2
H 6.625452 -1.042707 2.101900 -0.1 -0.2 -0.1
H 6.424432 -2.628533 4.583956 -0.1 -0.2 0.0
H 5.093990 -3.110837 3.537333 0.1 -0.1 -0.1
H 6.674210 -3.559521 1.700863 0.2 0.1 0.0
H 8.040496 -2.976121 2.671564 0.0 -0.2 0.1
H 6.521864 -5.090283 3.722489 0.0 0.0 0.0
C -3.907538 1.412044 -0.726627 -0.1 -0.1 0.1
C -2.972774 0.406157 -1.372043 -0.1 0.2 -0.1
O -2.544046 -0.625261 -0.492043 0.4 -0.1 0.1
C -3.562959 -1.453116 0.046333 -0.1 -0.1 0.0
C -4.348345 -2.219005 -1.003569 0.0 0.1 -0.1
H -3.466955 1.818711 0.185234 0.0 0.0 0.0
H -4.115670 2.233442 -1.413466 0.1 0.0 0.0
H -4.861594 0.957044 -0.454242 0.0 0.0 -0.1
H -2.065505 0.919676 -1.694309 0.1 -0.1 0.1
H -3.423813 -0.024562 -2.271771 0.0 0.0 0.0
H -4.232629 -0.867908 0.684771 0.0 0.0 0.0
H -3.054502 -2.165471 0.699305 0.1 0.1 0.0
H -4.934668 -1.550842 -1.635414 -0.1 0.0 0.0
H -5.037939 -2.915734 -0.526972 0.0 0.0 0.0
H -3.674667 -2.779076 -1.654611 0.0 0.0 0.0
C -5.541904 7.072249 -1.226195 -0.2 -0.1 0.0
C -4.691538 6.269813 -2.195839 0.0 0.2 0.0
O -4.930549 4.873530 -2.144374 0.2 -0.2 0.1
C -6.245982 4.453069 -2.464975 -0.1 0.0 -0.1
C -6.675350 4.813435 -3.876717 0.1 0.2 0.0
H -5.438944 6.681989 -0.212520 0.1 0.0 0.0
H -5.237636 8.119120 -1.233942 0.0 0.0 0.0
H -6.600487 7.032172 -1.487694 0.0 0.1 0.0
H -3.639684 6.400580 -1.939371 0.0 -0.1 0.0
H -4.812446 6.640359 -3.219333 -0.1 0.0 0.0
H -6.960327 4.836841 -1.728659 0.0 0.0 0.0
H -6.246523 3.366596 -2.361469 0.1 0.0 0.1
H -6.762542 5.892844 -4.008725 -0.1 0.0 0.0
H -7.646309 4.371609 -4.101952 0.0 0.0 0.0
H -5.945661 4.452243 -4.603034 0.0 -0.1 0.0
```
Forces are in eV/Å.